No. 1
Formula: C31H47BrErO2P2
Source: the Open Molecules 2025 dataset
Level of theory: ωB97M-V/def2-TZVPD

- total charge = +1
- HOMO-LUMO gap (spin up / spin down) (Eh) = 0.240 / 0.243
- spin multiplicity = 4
- energy above the lowest of the compared OMol25 structures with the same formula, charge and spin (eV) = 0.000

Geometry as XYZ:
```
84
Properties=species:S:1:pos:R:3:lowdin_charge:R:1
Er 1.207 -0.216 0.437 1.449
C 0.080 -2.324 2.206 -0.262
C -0.222 -2.276 0.809 -0.365
C 1.915 -3.146 1.089 -0.244
C 1.381 -2.858 2.366 -0.228
C 0.913 -2.843 0.112 -0.359
C -0.918 -2.237 3.287 -0.031
H -1.763 -1.595 3.004 0.091
H -0.445 -1.799 4.181 0.011
H -1.317 -3.231 3.586 0.114
C 1.928 -3.328 3.654 -0.039
H 1.305 -4.133 4.081 0.106
H 1.921 -2.478 4.364 -0.008
H 2.965 -3.675 3.554 0.076
C 3.173 -3.880 0.831 -0.035
H 3.612 -4.249 1.771 0.077
H 3.921 -3.230 0.344 0.065
H 3.008 -4.757 0.175 0.099
C 0.825 -3.423 -1.245 -0.072
H 0.242 -4.370 -1.252 0.111
H 1.824 -3.678 -1.623 0.068
H 0.337 -2.742 -1.961 0.057
C -1.573 -2.000 0.245 -0.053
H -2.353 -2.593 0.753 0.104
H -1.637 -2.227 -0.831 0.090
H -1.868 -0.950 0.419 0.049
C -3.089 2.362 -0.253 -0.113
C -3.915 1.352 0.063 -0.111
C -4.471 0.345 -0.911 -0.175
C -4.657 0.858 -2.382 -0.179
C -3.576 0.664 -3.371 -0.104
C -2.269 0.483 -3.088 -0.118
C -1.664 0.915 -1.794 -0.271
C -2.063 2.347 -1.342 -0.194
H -5.481 0.069 -0.555 0.116
H -4.917 1.923 -2.346 0.124
H -3.895 -0.601 -0.876 0.106
H -2.336 2.955 -2.225 0.117
H -3.003 3.272 0.372 0.109
H -4.269 1.221 1.098 0.112
H -1.143 2.820 -0.937 0.090
H -1.877 0.223 -0.985 0.055
H -1.605 0.022 -3.827 0.095
H -0.546 0.875 -1.916 -0.026
H -5.553 0.339 -2.764 0.118
H -3.904 0.753 -4.401 0.107
P 1.100 2.193 -2.422 0.848
P 2.622 -0.421 -1.901 0.787
C 2.437 1.796 -3.641 -0.432
C 3.458 0.901 -2.972 -0.415
H 2.885 2.745 -3.957 0.096
H 1.956 1.325 -4.514 0.084
H 4.029 0.355 -3.734 0.081
H 4.158 1.467 -2.341 0.085
C 4.100 -1.527 -1.961 -0.263
H 3.857 -2.552 -1.651 0.026
H 4.890 -1.104 -1.322 0.059
H 4.454 -1.538 -3.005 0.056
C 1.798 -1.155 -3.421 -0.240
H 2.351 -0.839 -4.324 0.061
H 0.765 -0.799 -3.522 0.034
H 1.794 -2.252 -3.367 0.039
C 1.908 3.610 -1.611 -0.260
H 1.502 3.683 -0.597 0.035
H 1.660 4.513 -2.183 0.051
H 2.993 3.459 -1.588 0.045
C 0.090 3.118 -3.662 -0.229
H 0.670 3.247 -4.585 0.055
H -0.151 4.107 -3.256 0.052
H -0.834 2.576 -3.892 0.030
Br 1.114 -0.576 5.757 0.908
C -0.087 0.846 5.407 -0.561
C -0.693 1.447 6.539 -0.109
C -1.440 2.618 6.420 -0.063
C -1.662 3.094 5.143 -0.068
C -1.161 2.430 4.011 -0.012
C -0.257 1.361 4.101 -0.152
C 0.348 0.810 2.827 -0.505
O 1.585 0.408 2.670 -0.146
O -0.391 0.744 1.750 -0.158
H -0.568 1.020 7.522 0.099
H -1.844 3.123 7.314 0.126
H -2.221 4.020 5.031 0.111
H -1.445 2.787 3.020 0.116
```

***

No. 2
Formula: C35H47BrN4P2Pt
Source: the Open Molecules 2025 dataset
Level of theory: ωB97M-V/def2-TZVPD

- total charge = +4
- HOMO-LUMO gap (spin up / spin down) (Eh) = 0.200 / 0.096
- spin multiplicity = 5
- energy above the lowest of the compared OMol25 structures with the same formula, charge and spin (eV) = 1.356

Geometry as XYZ:
```
90
Properties=species:S:1:pos:R:3:lowdin_charge:R:1
N 7.351 5.187 -1.854 0.326
C 7.367 4.431 -0.752 0.005
C 6.276 3.659 -0.358 0.053
C 5.070 3.653 -1.125 -0.137
C 5.103 4.436 -2.295 0.053
C 6.246 5.208 -2.587 0.004
C 3.944 2.787 -0.686 0.026
Pt 0.467 0.891 -0.050 0.989
P -2.216 -3.383 -2.547 1.211
C 2.876 2.316 -1.415 -0.007
C 2.350 0.950 -1.210 -0.344
C 1.869 0.115 -2.279 -0.004
C 1.789 -1.262 -2.061 -0.086
C 2.283 -1.881 -0.900 -0.641
C 2.583 -1.088 0.201 -0.077
C 2.502 0.336 0.146 -0.228
Br 2.342 -3.713 -0.741 1.092
H 4.153 2.357 0.302 0.112
H 2.563 2.823 -2.340 0.132
H 6.343 3.053 0.547 0.143
H 4.269 4.467 -2.997 0.138
H 8.279 4.447 -0.158 0.167
H 6.248 5.841 -3.477 0.168
H 1.604 0.590 -3.254 0.149
H 3.065 0.999 0.835 0.118
H 1.289 -1.897 -2.789 0.100
H 2.792 -1.589 1.168 0.139
P -1.496 1.700 -0.743 0.796
C -0.535 -3.746 -1.912 -0.423
C 0.020 -5.060 -2.502 -0.150
H -0.517 -3.716 -0.805 0.080
H 0.056 -2.897 -2.268 0.005
H 0.940 -5.330 -1.968 0.003
H -0.702 -5.883 -2.435 0.090
H 0.299 -4.939 -3.555 0.096
C -2.040 -2.054 -3.772 -0.366
C -2.974 -2.317 -4.950 -0.119
H -0.987 -2.029 -4.104 0.097
H -2.281 -1.090 -3.306 0.043
H -2.717 -1.688 -5.799 0.091
H -2.904 -3.354 -5.278 0.081
H -4.014 -2.127 -4.684 0.089
C -3.286 -2.821 -1.205 -0.371
C -3.883 -4.033 -0.458 -0.125
H -4.116 -2.204 -1.624 0.112
H -2.650 -2.180 -0.552 0.093
H -4.580 -3.687 0.308 0.091
H -4.433 -4.721 -1.120 0.095
H -3.086 -4.604 0.014 0.072
C -2.999 1.653 0.332 -0.366
C -3.664 2.976 0.665 -0.108
H -2.712 1.091 1.227 0.070
H -3.738 1.018 -0.173 0.082
H -3.129 3.543 1.431 0.080
H -3.765 3.614 -0.216 0.084
H -4.674 2.781 1.038 0.100
C -2.270 1.163 -2.301 -0.400
C -1.833 1.784 -3.618 -0.113
H -3.361 1.275 -2.207 0.108
H -2.046 0.092 -2.245 0.021
H -2.066 2.854 -3.638 0.087
H -0.766 1.648 -3.850 0.069
H -2.409 1.329 -4.436 0.092
C -0.911 3.442 -1.051 -0.373
C -0.323 3.982 0.228 -0.158
H -1.746 3.997 -1.488 0.099
H -0.121 3.322 -1.804 0.069
H -0.319 5.070 0.215 0.098
H -0.868 3.657 1.115 0.059
H 0.710 3.648 0.376 0.047
N -1.500 -4.630 9.360 0.212
C -1.395 -3.938 8.410 -0.136
C -1.213 -3.089 7.252 -0.190
C -1.149 -1.690 7.426 0.024
C -0.810 -0.880 6.348 0.008
C -0.565 -1.445 5.091 -0.186
C -0.745 -2.820 4.881 0.001
C -1.045 -3.645 5.970 0.011
N -0.109 -0.598 4.053 0.014
C 0.443 0.664 4.260 0.013
C 0.697 1.200 3.037 -0.109
N 0.273 0.316 2.066 -0.106
C -0.148 -0.803 2.703 -0.080
H -1.358 -1.227 8.400 0.148
H -0.756 0.196 6.492 0.116
H -0.621 -3.236 3.881 0.104
H -1.140 -4.737 5.851 0.143
H 0.555 1.075 5.236 0.129
H 1.153 2.150 2.798 0.115
H -0.478 -1.755 2.280 0.138
```

***

No. 3
Formula: C3H11NO3
Source: the Open Molecules 2025 dataset
Level of theory: ωB97M-V/def2-TZVPD

- HOMO-LUMO gap (Eh) = 0.374
- energy above the lowest of the compared OMol25 structures with the same formula, charge and spin (eV) = 1.869

Geometry as XYZ:
```
18
Properties=species:S:1:pos:R:3:nbo_charge:R:1
C -1.353 -1.347 -1.201 0.911
N -1.157 -2.661 -1.482 -0.818
O -0.675 -0.454 -1.723 -0.686
O -2.629 -1.120 -0.809 -0.687
H -0.275 0.690 -0.683 0.506
H -2.733 -0.175 -0.632 0.507
H 1.877 0.505 -0.097 0.157
H -1.765 -3.341 -1.060 0.408
H -0.288 -2.926 -1.910 0.414
C 1.352 1.413 0.229 -0.057
C 1.764 1.772 1.648 -0.624
O -0.052 1.196 0.181 -0.777
H -0.503 -0.270 1.022 0.091
H 1.617 2.224 -0.462 0.161
H -0.764 -1.081 0.983 -0.128
H 2.842 1.915 1.699 0.207
H 1.486 0.976 2.337 0.207
H 1.259 2.684 1.960 0.209
```

***

No. 4
Formula: C29H51N4O2
Source: the Open Molecules 2025 dataset
Level of theory: ωB97M-V/def2-TZVPD

- total charge = +1
- HOMO-LUMO gap (spin up / spin down) (Eh) = 0.193 / 0.233
- spin multiplicity = 3

Geometry as XYZ:
```
86
Properties=species:S:1:pos:R:3:lowdin_charge:R:1
C 5.866 0.052 -4.643 0.137
C 5.841 1.033 -5.325 -0.129
C 5.753 2.302 -6.044 -0.126
C 4.381 2.909 -5.884 -0.218
C 4.197 4.198 -5.385 0.062
C 2.910 4.671 -5.263 0.037
C 1.875 3.838 -5.635 0.017
N 2.150 2.632 -6.094 -0.037
C 1.040 1.694 -6.453 -0.290
C 0.136 2.313 -7.497 -0.031
C 0.273 1.323 -5.165 -0.190
C 0.048 -0.191 -5.022 -0.064
N 3.365 2.150 -6.238 0.227
H 6.137 -0.843 -4.141 0.039
H 5.901 2.119 -7.108 0.136
H 6.507 2.995 -5.687 0.125
H 5.045 4.799 -5.100 0.135
H 2.707 5.657 -4.879 0.132
H 0.848 4.143 -5.534 0.153
H 1.523 0.823 -6.879 0.143
H 0.655 2.546 -8.422 0.092
H -0.406 3.179 -7.129 0.082
H -0.617 1.565 -7.738 0.102
H -0.675 1.852 -5.196 0.113
H 0.842 1.651 -4.300 0.091
H 0.140 -0.705 -5.975 0.075
H 0.796 -0.600 -4.351 0.072
H -0.932 -0.377 -4.599 0.080
C -0.379 3.204 1.115 -0.029
C -0.716 2.207 -0.007 -0.491
C -1.413 0.976 0.571 -0.127
C -0.479 0.104 1.407 -0.163
C 0.763 -0.292 0.612 -0.122
C 1.486 0.875 -0.068 -0.485
N 0.507 1.777 -0.757 -0.084
O 0.212 1.346 -1.931 -0.055
C 2.334 1.660 0.947 -0.028
C 2.462 0.327 -1.105 -0.048
C -1.647 2.943 -0.963 -0.045
H -1.297 3.682 1.455 0.090
H 0.066 2.746 1.992 0.059
H 0.292 3.985 0.756 0.093
H -1.819 0.376 -0.250 0.127
H -2.265 1.303 1.170 0.128
H -0.197 0.615 2.331 0.109
H -1.008 -0.797 1.721 0.103
H 1.473 -0.804 1.266 0.128
H 0.468 -1.019 -0.152 0.125
H 2.753 2.556 0.487 0.091
H 3.163 1.039 1.285 0.088
H 1.789 1.957 1.838 0.062
H 1.977 -0.346 -1.808 0.071
H 3.243 -0.233 -0.591 0.090
H 2.935 1.134 -1.669 0.084
H -1.154 3.819 -1.391 0.088
H -2.523 3.282 -0.412 0.090
H -1.990 2.308 -1.776 0.075
C -3.477 -5.240 4.765 -0.030
C -2.198 -4.399 4.607 -0.494
C -1.297 -4.571 5.829 -0.133
C -1.871 -3.918 7.084 -0.169
C -2.190 -2.442 6.840 -0.129
C -3.029 -2.170 5.587 -0.490
N -2.506 -2.947 4.418 -0.091
O -1.538 -2.332 3.839 -0.041
C -4.511 -2.493 5.842 -0.029
C -2.967 -0.684 5.255 -0.047
C -1.500 -4.920 3.357 -0.044
H -3.229 -6.293 4.636 0.088
H -3.944 -5.155 5.741 0.057
H -4.213 -4.974 4.006 0.095
H -0.318 -4.131 5.615 0.126
H -1.132 -5.638 5.996 0.126
H -2.763 -4.451 7.424 0.105
H -1.147 -3.998 7.896 0.114
H -2.716 -2.029 7.703 0.125
H -1.246 -1.894 6.759 0.123
H -5.085 -2.410 4.918 0.094
H -4.921 -1.779 6.556 0.087
H -4.682 -3.480 6.262 0.060
H -1.943 -0.326 5.171 0.076
H -3.453 -0.123 6.053 0.088
H -3.484 -0.468 4.319 0.090
H -2.130 -4.789 2.476 0.092
H -1.301 -5.984 3.481 0.088
H -0.550 -4.421 3.178 0.077
```

***

Number 1: largest force on an atom 3.9 eV/Å. Number 2: largest force on an atom 4.6 eV/Å. Number 3: largest force on an atom 4.0 eV/Å. Number 4: largest force on an atom 1.4 eV/Å.